Record 1
The following is a quantum chemistry calculation of a cluster of 10 separate species, C22H64O18 in total, from the Open Molecules 2025 dataset.

Each line ends with the Mulliken charge.
CARTESIAN COORDINATES (ANGSTROEM)
1 C -5.313 -0.069 5.257  -1.482
2 C -4.914 0.068 3.788  1.384
3 C -4.218 -1.232 3.273  -0.696
4 O -6.052 0.481 3.029  -0.570
5 H -5.626 0.800 5.836  0.413
6 H -4.490 -0.554 5.781  0.356
7 H -6.153 -0.736 5.449  0.383
8 H -4.071 0.750 3.678  -0.547
9 H -3.708 -0.949 2.352  -0.460
10 H -4.919 -2.056 3.137  0.397
11 H -3.491 -1.623 3.984  0.469
12 H -6.382 1.244 3.508  0.355
13 C 3.411 5.060 -1.045  -1.487
14 C 3.336 4.307 0.263  0.502
15 C 1.983 3.666 0.473  -0.938
16 O 4.307 3.306 0.428  -0.516
17 H 2.675 5.828 -1.281  0.408
18 H 3.476 4.372 -1.888  0.297
19 H 4.399 5.516 -0.983  0.423
20 H 3.516 5.068 1.021  0.265
21 H 1.315 4.395 0.015  0.555
22 H 1.770 3.582 1.538  0.178
23 H 1.901 2.722 -0.067  -0.068
24 H 5.109 3.642 0.023  0.272
25 O 0.304 -2.854 -5.196  -0.595
26 C -0.365 -2.002 -4.237  0.149
27 C -0.542 -0.533 -4.808  0.047
28 O -1.575 -0.365 -5.815  -0.577
29 H 1.258 -2.902 -5.096  0.333
30 H -1.276 -2.506 -3.915  0.331
31 H 0.217 -2.041 -3.316  -0.139
32 H 0.399 -0.219 -5.259  0.180
33 H -0.760 0.221 -4.051  0.030
34 H -2.407 -0.398 -5.338  0.334
35 O 4.860 0.089 -2.510  -0.552
36 C 3.670 0.806 -2.179  0.716
37 C 2.820 0.991 -3.502  -0.554
38 O 3.481 1.486 -4.551  -0.556
39 H 5.031 0.271 -3.437  0.359
40 H 3.064 0.252 -1.462  -0.253
41 H 4.062 1.754 -1.812  -0.175
42 H 1.933 1.600 -3.329  0.392
43 H 2.476 0.026 -3.874  0.259
44 H 3.020 1.210 -5.346  0.372
45 O 3.341 -4.314 -0.097  -0.582
46 C 3.446 -4.142 -1.542  -0.196
47 C 4.153 -5.422 -2.067  -0.442
48 O 5.489 -5.164 -2.033  -0.527
49 H 2.775 -3.624 0.257  0.280
50 H 2.392 -4.092 -1.818  0.187
51 H 3.916 -3.182 -1.755  0.348
52 H 3.831 -5.581 -3.096  0.290
53 H 3.895 -6.278 -1.444  0.271
54 H 5.658 -4.806 -1.159  0.339
55 O 3.155 1.228 4.018  -0.496
56 C 4.393 0.996 3.309  -0.657
57 C 4.166 0.103 2.064  -0.394
58 O 3.305 0.788 1.156  0.137
59 H 2.835 0.473 4.515  0.301
60 H 4.743 1.964 2.951  0.262
61 H 5.175 0.613 3.965  0.395
62 H 3.726 -0.868 2.292  0.423
63 H 5.123 -0.057 1.568  0.278
64 H 3.703 1.637 0.948  -0.094
65 O -0.717 1.505 3.924  -0.499
66 C -1.567 2.639 3.943  -0.209
67 C -1.327 3.394 2.668  -0.580
68 O -1.565 2.711 1.387  -0.388
69 H 0.129 1.822 3.599  0.230
70 H -2.630 2.413 4.025  0.108
71 H -1.269 3.252 4.794  0.354
72 H -0.259 3.588 2.565  0.219
73 H -1.901 4.320 2.623  0.382
74 H -0.907 2.037 1.203  0.456
75 O -3.436 -1.896 -0.055  -0.185
76 C -3.944 -2.932 -0.729  -0.469
77 C -4.820 -3.890 0.228  -0.427
78 O -5.733 -4.800 -0.472  -0.549
79 H -4.209 -1.510 0.364  0.063
80 H -4.487 -2.663 -1.635  0.292
81 H -3.267 -3.676 -1.148  0.382
82 H -5.423 -3.112 0.697  0.274
83 H -4.287 -4.399 1.031  0.276
84 H -6.623 -4.449 -0.396  0.305
85 O 0.001 0.577 0.906  -0.027
86 C -0.303 -0.686 1.353  0.016
87 C 0.014 -1.678 0.255  -0.212
88 O 1.393 -1.765 -0.109  -0.288
89 H 0.867 0.737 1.289  -0.260
90 H 0.422 -0.945 2.124  0.299
91 H -1.293 -0.989 1.692  -0.196
92 H -0.396 -1.496 -0.738  0.043
93 H -0.321 -2.652 0.614  0.442
94 H 1.762 -0.887 0.017  0.025
95 O -4.554 1.046 -1.645  -0.593
96 C -3.347 1.276 -0.979  0.524
97 C -2.284 1.058 -2.018  -0.215
98 O -2.209 2.148 -2.911  -0.560
99 H -5.102 0.720 -0.927  0.360
100 H -3.334 2.223 -0.438  0.356
101 H -3.132 0.643 -0.118  -0.346
102 H -2.321 0.183 -2.667  0.030
103 H -1.286 1.145 -1.588  0.123
104 H -3.086 2.245 -3.289  0.328

## Properties
- max |F| (eV Å⁻¹) = 5.5
- highest occupied orbital energy (eV) = -9.71
- calculated total energy (eV) = -60699.478
- frontier orbital gap (eV) = 10.05
- structure (SMILES) = CC(C)O.CC(C)O.OCCO.OCCO.OCCO.OCCO.OCCO.OCCO.OCCO.OCCO


Record 2
The following is a quantum chemistry calculation of a cluster of 8 separate species, C22H65Cl2O28P7 in total, from the Open Molecules 2025 dataset.

Each line ends with the Mulliken charge.
CARTESIAN COORDINATES (ANGSTROEM)
1 C -44.508 16.040 -2.084  -0.448
2 O -44.397 15.269 -0.887  -0.322
3 P -43.574 13.899 -0.971  0.875
4 O -43.631 13.021 0.191  -0.708
5 O -43.986 13.226 -2.374  -0.334
6 C -44.684 11.997 -2.389  -0.716
7 O -42.096 14.458 -1.285  -0.035
8 C -41.338 15.064 -0.248  -0.339
9 H -44.151 15.551 -2.985  0.330
10 H -44.040 17.015 -1.927  0.055
11 H -45.547 16.350 -2.225  0.283
12 H -45.754 12.141 -2.571  0.294
13 H -44.441 11.364 -1.541  0.339
14 H -44.446 11.515 -3.343  0.240
15 H -40.744 15.886 -0.655  -0.110
16 H -40.646 14.346 0.189  0.264
17 H -42.034 15.570 0.423  0.391
18 C -29.714 10.068 -4.925  -0.726
19 O -30.496 9.221 -4.140  -0.298
20 P -32.090 9.170 -4.355  0.941
21 O -32.486 9.298 -5.775  -0.679
22 O -32.426 7.787 -3.702  -0.358
23 C -33.712 7.208 -3.657  -0.605
24 O -32.656 10.242 -3.304  -0.213
25 C -33.042 11.535 -3.778  -0.616
26 H -29.869 11.128 -4.675  0.275
27 H -29.975 10.098 -5.987  0.349
28 H -28.643 9.903 -4.834  0.269
29 H -33.854 6.428 -4.410  0.259
30 H -34.484 7.955 -3.837  0.288
31 H -33.847 6.652 -2.730  0.252
32 H -32.854 11.639 -4.846  0.415
33 H -32.537 12.369 -3.287  0.241
34 H -34.099 11.690 -3.562  0.196
35 C -41.565 19.912 -1.125  -0.251
36 O -41.051 19.758 0.198  -0.350
37 P -39.608 20.339 0.571  0.442
38 O -39.203 19.935 1.929  -0.741
39 O -38.654 19.700 -0.566  0.543
40 C -38.478 18.294 -0.483  -0.649
41 O -39.653 21.904 0.264  -0.317
42 C -38.501 22.607 -0.190  -0.511
43 H -40.824 20.052 -1.913  0.073
44 H -42.329 20.686 -1.098  0.308
45 H -42.030 18.954 -1.368  0.014
46 H -37.415 18.113 -0.641  0.218
47 H -39.088 17.705 -1.167  -0.104
48 H -38.651 17.797 0.476  0.439
49 H -38.045 23.248 0.565  0.286
50 H -38.881 23.296 -0.948  0.290
51 H -37.732 21.983 -0.647  0.138
52 C -36.439 21.321 2.850  -0.364
53 O -35.171 20.721 2.489  -0.460
54 P -34.888 20.217 1.003  1.189
55 O -35.272 21.106 -0.125  -0.723
56 O -33.311 19.941 1.129  -0.438
57 C -32.435 20.207 0.060  -0.777
58 O -35.568 18.763 0.992  0.189
59 C -34.993 17.627 1.637  -0.707
60 H -36.933 21.783 2.001  -0.072
61 H -36.152 22.075 3.583  0.299
62 H -37.132 20.679 3.389  0.298
63 H -32.737 20.927 -0.709  0.279
64 H -32.037 19.419 -0.581  0.329
65 H -31.633 20.782 0.532  0.372
66 H -34.757 16.928 0.836  -0.044
67 H -35.758 17.330 2.355  0.327
68 H -34.098 17.897 2.198  0.394
69 C -35.924 20.647 -6.319  -0.563
70 O -37.346 20.505 -6.163  -0.292
71 P -38.021 19.642 -5.022  -0.290
72 O -37.037 19.120 -4.034  0.798
73 O -38.886 18.555 -5.789  -0.330
74 C -38.469 17.661 -6.808  -0.607
75 O -39.121 20.602 -4.374  -0.349
76 C -38.692 21.826 -3.823  -0.361
77 H -35.419 21.189 -5.521  0.185
78 H -35.735 21.212 -7.230  0.427
79 H -35.402 19.696 -6.419  0.216
80 H -39.157 17.762 -7.648  0.286
81 H -38.628 16.624 -6.508  0.233
82 H -37.443 17.915 -7.069  0.263
83 H -37.642 22.059 -4.008  0.206
84 H -38.740 21.678 -2.737  -0.096
85 H -39.321 22.701 -3.979  0.368
86 C -34.034 18.828 -2.755  -0.466
87 O -33.096 19.873 -2.627  0.251
88 P -32.248 20.392 -3.843  0.750
89 O -32.657 19.989 -5.214  -0.735
90 O -30.761 19.884 -3.494  -0.419
91 C -29.735 20.175 -4.467  -0.699
92 O -32.143 21.968 -3.657  -0.241
93 C -32.025 22.860 -4.770  -0.803
94 H -34.303 18.569 -3.777  0.147
95 H -34.895 19.348 -2.311  0.079
96 H -33.964 17.936 -2.128  0.213
97 H -30.207 20.486 -5.394  0.313
98 H -29.016 19.365 -4.566  0.269
99 H -29.114 20.950 -4.010  0.252
100 H -31.179 23.543 -4.742  0.297
101 H -32.946 23.444 -4.744  0.292
102 H -31.998 22.384 -5.750  0.345
103 C -38.121 15.544 -2.604  -0.806
104 O -36.742 15.721 -2.181  0.462
105 P -35.601 14.839 -2.849  0.641
106 O -35.982 13.450 -3.187  -0.835
107 O -34.971 15.749 -3.947  -0.194
108 C -35.746 16.098 -5.088  -0.152
109 O -34.372 14.841 -1.810  -0.289
110 C -34.579 14.223 -0.552  -0.905
111 H -38.140 15.024 -3.563  0.501
112 H -38.570 16.525 -2.692  0.105
113 H -38.515 14.801 -1.912  0.209
114 H -35.319 15.594 -5.958  0.353
115 H -35.532 17.137 -5.342  -0.217
116 H -36.813 15.921 -5.005  0.107
117 H -35.641 14.026 -0.370  0.369
118 H -34.370 14.954 0.232  0.413
119 H -34.064 13.289 -0.343  0.335
120 Cl -34.475 12.058 2.186  -0.085
121 C -33.889 10.787 3.253  -0.326
122 Cl -34.528 11.151 4.861  -0.158
123 H -34.242 9.809 2.947  0.297
124 H -32.817 10.888 3.385  0.268

## Properties
- max |F| (eV Å⁻¹) = 3.3
- highest occupied orbital energy (eV) = -10.34
- calculated total energy (eV) = -171278.600
- frontier orbital gap (eV) = 10.67
- structure (SMILES) = COP(=O)(OC)OC.COP(=O)(OC)OC.COP(=O)(OC)OC.COP(=O)(OC)OC.COP(=O)(OC)OC.COP(=O)(OC)OC.COP(=O)(OC)OC.ClCCl


Relative energy (zero: lowest compared OMol25 entry of this formula, charge and spin) values, unit kcal/mol, following the record order: 106.8; 0.0.